Entry from OMol25: the molecule C4H6N2O2 (wB97M-V/def2-TZVPD).

Last column: Mulliken charge in e.
Geometry (Å):
N 1.86310 1.11093 -0.05340  -0.478
C 1.64905 -0.24205 -0.18546  0.297
O 2.55149 -1.05093 -0.33791  -0.609
C 0.24833 -0.80583 -0.13180  0.097
C -0.72354 -0.31734 1.00809  -0.490
N -0.70339 0.36014 -0.23671  -0.234
C -1.97769 0.27322 -0.75465  0.133
O -2.89060 -0.35375 -0.09194  -0.558
H 2.97330 1.17268 0.16368  0.310
H 1.03916 1.84522 0.33666  0.315
H 0.04043 -1.69985 -0.86827  0.295
H -0.39352 0.16583 1.89128  0.267
H -1.73269 -0.97692 1.01103  0.249
H -1.94343 0.51866 -1.75062  0.407

Results
Highest occupied orbital energy: -9.95 eV
Energy: -11317.13317 eV
2S+1: 1
ΔE to the lowest compared entry with this formula, charge and spin: 90.14 kcal per mole
Charge: 0
SMILES: NC(=O)[C@H]1CN1C=O
F_max: 6.39 eV Å⁻¹

Entry from OMol25: a cluster of 2 separate species, C3H7NO in total (wB97M-V/def2-TZVPD).

Last column: Mulliken charge in e.
Geometry (Å):
C 1.97571 1.96204 -1.89365  -0.843
C 2.15968 0.76166 -1.01231  0.193
O 2.79217 0.64229 -0.00495  -0.455
H 2.28997 1.72764 -2.91021  0.268
H 0.98559 2.40178 -1.92719  0.288
H 2.71800 2.67561 -1.50978  0.260
H 1.75822 -0.17243 -1.46330  0.288
C -2.57936 -2.14184 2.12568  -0.223
N -3.54630 -1.45421 1.70357  -0.461
H -1.60168 -2.21222 1.63924  0.225
H -2.69934 -2.96086 2.85778  0.204
H -4.25266 -1.22947 2.39511  0.255

Results
Highest occupied orbital energy: -9.64 eV
Energy: -6760.10055 eV
2S+1: 1
ΔE to the lowest compared entry with this formula, charge and spin: 61.11 kcal per mole
Charge: 0
SMILES: CC=O.C=N
F_max: 2.41 eV Å⁻¹

Entry from OMol25: the molecule CH2O (wB97M-V/def2-TZVPD).

Last column: Mulliken charge in e.
Geometry (Å):
C -0.00036 0.01194 -0.10798  -0.001
O -1.27135 -0.01520 -0.03356  -0.406
H 0.56211 0.88772 0.07397  0.221
H 0.70959 -0.88445 0.06756  0.186

Results
Highest occupied orbital energy: -10.43 eV
Energy: -3115.41521 eV
2S+1: 1
ΔE to the lowest compared entry with this formula, charge and spin: 11.85 kcal per mole
Charge: 0
SMILES: C=O
F_max: 5.39 eV Å⁻¹

Entry from OMol25: the molecule C22H32O2P2 (wB97M-V/def2-TZVPD).

Last column: Mulliken charge in e.
Geometry (Å):
C -0.49677 3.44424 4.45195  -1.341
C 0.38858 2.20419 4.40697  -0.072
C 1.77531 2.46460 3.82389  -0.958
C 1.76285 2.77049 2.33113  -0.812
P 1.30143 1.25934 1.35946  1.143
O 1.57197 0.01548 2.09921  -0.935
C 2.31811 1.30743 -0.18322  -0.902
C 1.82300 2.12471 -1.36563  -0.369
C 1.71622 3.61439 -1.05925  -0.115
C 1.22260 4.39722 -2.26964  -1.479
C -0.49532 1.45968 0.94560  -1.112
C -1.17601 0.10672 0.87473  -1.226
P -1.14114 -0.51929 -0.85908  0.865
O -1.41323 0.54164 -1.83974  -0.870
C -2.38358 -1.85050 -0.88613  0.325
C -3.31603 -1.81876 -1.91269  -0.417
C -4.28227 -2.80454 -2.00510  -0.598
C -4.31422 -3.82587 -1.07032  -0.444
C -3.38219 -3.86001 -0.04457  -0.715
C -2.41543 -2.87609 0.04972  -0.293
C 0.44116 -1.36889 -1.15143  0.721
C 0.99837 -1.19921 -2.41253  -0.353
C 2.18769 -1.82499 -2.73786  -0.647
C 2.82034 -2.62669 -1.80157  -0.492
C 2.25972 -2.80554 -0.54676  -0.767
C 1.06809 -2.18433 -0.21914  -0.030
H -1.45076 3.20974 4.91918  0.356
H -0.01723 4.23032 5.03191  0.387
H -0.69781 3.83269 3.45592  0.292
H 0.50964 1.82677 5.42490  0.392
H -0.09055 1.41678 3.82152  0.071
H 2.38358 1.57004 3.97366  0.357
H 2.24791 3.29206 4.36050  0.529
H 1.09538 3.59936 2.09969  0.401
H 2.76966 3.05480 2.01425  0.401
H 3.30700 1.65195 0.13956  0.663
H 2.42535 0.25742 -0.46566  0.057
H 2.51876 1.97813 -2.19686  0.703
H 0.85147 1.74819 -1.68934  -0.052
H 2.69344 3.99468 -0.75019  0.328
H 1.02330 3.76317 -0.22890  0.071
H 1.13356 5.45534 -2.03419  0.424
H 1.91378 4.28777 -3.10253  0.354
H 0.24859 4.02971 -2.58446  0.292
H -0.93713 2.06554 1.74070  0.387
H -0.62611 1.99361 0.00350  0.723
H -2.23778 0.18972 1.13245  0.614
H -0.69954 -0.58942 1.56587  0.516
H -3.27082 -1.00801 -2.62540  0.433
H -5.00900 -2.77761 -2.80380  0.400
H -5.06656 -4.59793 -1.13907  0.385
H -3.41068 -4.65765 0.68355  0.405
H -1.69013 -2.90349 0.84880  0.223
H 0.49040 -0.56199 -3.12228  0.415
H 2.62203 -1.68735 -3.71739  0.412
H 3.75266 -3.11293 -2.04929  0.398
H 2.75628 -3.42805 0.18256  0.410
H 0.65009 -2.31714 0.76567  0.149

Results
Highest occupied orbital energy: -9.36 eV
Energy: -46008.90123 eV
2S+1: 1
ΔE to the lowest compared entry with this formula, charge and spin: 1.10 kcal per mole
Charge: 0
SMILES: CCCCP(=O)(CCCC)CCP(=O)(c1ccccc1)c1ccccc1
F_max: 1.70 eV Å⁻¹

Entry from OMol25: a structure of composition C3H7O3Yb (wB97M-V/def2-TZVPD).

Last column: Mulliken charge in e.
Geometry (Å):
O -0.90135 -1.79005 0.72849  -0.635
C -1.14965 -1.10926 -0.45564  -0.389
C 0.13779 -0.56691 -1.06918  -0.419
O 0.91771 0.18893 -0.10893  -0.426
C 0.33240 1.41952 0.47052  -0.215
Yb 0.17763 -0.91172 2.18025  1.222
H -1.87181 -0.27823 -0.31626  0.260
H -1.59929 -1.77257 -1.21870  0.345
H -0.05792 0.08079 -1.93340  0.343
H 0.80284 -1.38724 -1.36486  0.296
H 0.98205 2.20516 0.06241  0.284
H -0.61718 1.69399 -0.00254  0.370
O 0.88964 1.11418 1.72826  -0.564
H 1.95717 1.11342 1.29960  0.527

Results
Highest occupied orbital energy: -12.17 eV
Energy: -40887.55809 eV
2S+1: 1
ΔE to the lowest compared entry with this formula, charge and spin: 36.36 kcal per mole
Charge: +1
F_max: 5.40 eV Å⁻¹

Entry from OMol25: a structure of composition C7H22KN8O8 (wB97M-V/def2-TZVPD).

Last column: Mulliken charge in e.
Geometry (Å):
K 13.28926 1.29262 -23.67070  1.001
C 11.67592 4.04846 -23.73458  0.744
O 11.61964 5.22761 -24.20485  -0.813
O 12.05726 3.81340 -22.51321  -1.171
O 11.36105 3.06893 -24.52881  -0.678
C 16.62853 5.35533 -22.41682  -1.107
C 15.15175 5.42146 -22.70779  -0.377
O 14.72244 4.14257 -23.13324  -0.532
H 16.88415 4.52617 -21.75156  0.263
H 16.92054 6.26437 -21.88410  0.356
H 17.18642 5.19508 -23.33896  0.257
H 14.97603 6.11922 -23.53929  0.290
H 14.51513 5.74251 -21.88080  0.409
H 13.73378 4.10823 -23.08060  0.138
C 15.23592 2.64553 -26.50899  0.512
O 14.50529 1.81143 -25.98875  -0.535
N 15.54899 3.80578 -25.88023  -0.185
N 15.66440 2.50848 -27.80303  -0.451
H 16.10698 4.48518 -26.35860  0.149
H 15.21632 3.90941 -24.91910  0.237
H 15.37857 1.64013 -28.21643  0.248
H 16.42184 3.04706 -28.17368  0.172
C 16.25524 -0.90020 -21.83758  0.582
O 15.58427 -0.08647 -22.45692  -0.609
N 16.64151 -0.68651 -20.55350  -0.400
N 16.58347 -2.10848 -22.35646  -0.398
H 17.28954 -1.31671 -20.12183  0.155
H 16.19701 0.06106 -20.05556  0.235
H 16.86052 -2.84712 -21.73792  0.165
H 16.35199 -2.30971 -23.30929  0.222
C 9.97101 1.57560 -20.94113  0.454
O 9.37724 0.76907 -20.22545  -0.744
N 9.94709 1.53877 -22.29890  -0.356
N 10.79226 2.55762 -20.45789  -0.324
H 9.71215 0.69115 -22.78335  0.217
H 10.60286 2.12985 -22.80267  0.261
H 11.19537 3.19490 -21.16211  0.424
H 10.61585 2.85255 -19.51655  0.187
C 10.04671 1.08314 -27.35983  0.486
O 9.79878 2.25355 -27.49860  -0.554
N 9.82259 0.13599 -28.34492  -0.407
N 10.55935 0.52510 -26.21926  -0.370
H 9.55196 0.30546 -29.29145  0.199
H 9.82933 -0.82550 -28.05363  0.149
H 11.00324 -0.37318 -26.20007  0.207
H 10.80466 1.14551 -25.44893  0.294

Results
Highest occupied orbital energy: -2.81 eV
Energy: -52248.71616 eV
2S+1: 1
Charge: -1
F_max: 3.32 eV Å⁻¹

Entry from OMol25: a structure of composition C13H21N5PdS (wB97M-V/def2-TZVPD).

Last column: Mulliken charge in e.
Geometry (Å):
Pd -0.31731 -0.53806 -1.40427  0.307
C 4.85179 -0.43858 -0.91367  -0.847
N 3.85282 -0.64759 0.14582  0.126
C 4.12950 -0.72100 1.50235  -0.539
C 2.96912 -0.92435 2.13693  -0.336
N 1.96292 -0.97962 1.15833  0.295
C 2.54559 -0.80866 -0.05969  0.292
S 1.88802 -0.89221 -1.64334  -0.164
C 0.58726 -1.22651 1.47544  1.019
C 0.19089 -1.08824 2.79746  -0.640
C -1.08634 -1.47178 3.16015  -0.513
C -1.92587 -2.00528 2.19679  -0.657
C -1.46634 -2.05625 0.90196  -0.509
N -0.24273 -1.64119 0.51508  -0.448
H 5.83299 -0.45045 -0.45025  0.313
H 4.67533 0.52152 -1.39284  0.358
H 4.78633 -1.24014 -1.64486  0.372
H 5.13173 -0.63776 1.88596  0.459
H 2.78067 -1.08303 3.18080  0.400
H 0.86337 -0.69513 3.54235  0.338
H -1.40776 -1.37603 4.18920  0.478
H -2.91577 -2.36593 2.43819  0.457
H -2.08192 -2.48387 0.12550  0.695
N -2.38814 -0.53629 -1.60506  -0.478
C -3.25015 0.40588 -0.82810  -0.333
C -3.09219 1.82204 -1.38137  -0.853
C -1.97834 2.70060 -0.80286  -0.618
C -0.51529 2.26725 -0.99148  -0.267
N -0.26704 1.37656 -2.17336  -0.525
H -2.55790 -0.34290 -2.58980  0.332
H -2.69404 -1.49673 -1.47724  0.284
H -2.97866 0.34438 0.22538  0.248
H -4.28715 0.08615 -0.92373  0.456
H -4.02855 2.35242 -1.20711  0.384
H -3.02232 1.76054 -2.47446  0.308
H -2.14184 2.79736 0.27179  0.345
H -2.10978 3.70211 -1.21290  0.354
H -0.16743 1.73768 -0.10686  0.024
H 0.11681 3.14836 -1.09444  0.481
H 0.66624 1.54094 -2.53963  0.382
H -0.90855 1.58380 -2.93216  0.219

Results
Highest occupied orbital energy: -14.89 eV
Energy: -35573.98609 eV
2S+1: 1
Charge: +2
F_max: 0.94 eV Å⁻¹

Entry from OMol25: a cluster of 2 separate species, C11H28BN4O4 in total (wB97M-V/def2-TZVPD).

Last column: Mulliken charge in e.
Geometry (Å):
N 2.64641 2.54852 -2.16770  -0.401
C 2.27415 1.59833 -3.09424  0.131
N 2.86525 0.37862 -3.10559  -0.255
C 1.84529 -0.69088 -2.82967  -0.274
C 0.61074 -0.56739 -3.72493  -0.931
C 0.39865 0.78963 -4.41023  0.368
C -1.00533 1.36992 -4.23268  -1.420
B -1.38252 1.65420 -2.71438  0.435
O -2.47017 2.45529 -2.42644  -0.494
O -0.64452 1.13416 -1.65951  -0.329
N 1.37316 1.84443 -4.01689  -0.045
H 3.52315 3.02661 -2.25529  0.214
H 1.99236 2.78538 -1.44403  0.230
H 3.55493 0.36478 -2.36596  0.332
H 2.29697 -1.66031 -2.99166  0.392
H 1.58977 -0.63105 -1.77593  0.037
H 0.69235 -1.30735 -4.51224  0.515
H -0.23394 -0.88618 -3.13046  0.298
H 0.52284 0.62864 -5.47577  0.560
H -1.14088 2.29095 -4.79731  0.406
H -1.69535 0.63659 -4.64999  0.410
H -3.28551 1.96344 -2.56200  0.301
H -1.06553 0.29869 -1.40164  0.222
H 0.97094 2.77024 -3.92139  0.340
C -1.11507 -3.30008 4.63534  -0.691
O -1.68722 -2.00941 4.73638  -0.334
C -0.84382 -1.03072 5.33093  -0.823
C -0.34956 -0.02915 4.30826  -0.126
N 0.60416 -0.63137 3.38246  -0.283
C 0.91097 0.17609 2.20747  -1.017
C -0.22041 0.57078 1.26124  -0.041
O -0.77639 -0.51201 0.51972  -0.483
C -1.73934 -1.28813 1.22700  -0.663
H -1.91692 -3.99394 4.38923  0.235
H -0.35904 -3.35537 3.84329  0.279
H -0.66520 -3.61092 5.58125  0.340
H -0.01284 -1.49504 5.86858  0.410
H -1.45338 -0.49374 6.06182  0.403
H 0.13616 0.80085 4.82911  0.368
H -1.23316 0.36789 3.79169  0.150
H 0.24437 -1.52352 3.07367  0.069
H 1.64212 -0.39097 1.62314  0.410
H 1.41274 1.09012 2.54156  0.406
H 0.20577 1.24262 0.51631  0.133
H -1.01157 1.13914 1.76067  0.395
H -2.33225 -0.67748 1.90897  0.363
H -1.26489 -2.10295 1.77494  0.137
H -2.40846 -1.73795 0.49290  0.320

Results
Highest occupied orbital energy: -10.95 eV
Energy: -26682.57883 eV
2S+1: 1
ΔE to the lowest compared entry with this formula, charge and spin: 14.10 kcal per mole
Charge: +1
F_max: 2.06 eV Å⁻¹

- Among the records above, which one has the lowest energy?
  C7H22KN8O8

Repeat the fourth record exactly.
Entry from OMol25: the molecule C22H32O2P2 (wB97M-V/def2-TZVPD).

Last column: Mulliken charge in e.
Geometry (Å):
C -0.49677 3.44424 4.45195  -1.341
C 0.38858 2.20419 4.40697  -0.072
C 1.77531 2.46460 3.82389  -0.958
C 1.76285 2.77049 2.33113  -0.812
P 1.30143 1.25934 1.35946  1.143
O 1.57197 0.01548 2.09921  -0.935
C 2.31811 1.30743 -0.18322  -0.902
C 1.82300 2.12471 -1.36563  -0.369
C 1.71622 3.61439 -1.05925  -0.115
C 1.22260 4.39722 -2.26964  -1.479
C -0.49532 1.45968 0.94560  -1.112
C -1.17601 0.10672 0.87473  -1.226
P -1.14114 -0.51929 -0.85908  0.865
O -1.41323 0.54164 -1.83974  -0.870
C -2.38358 -1.85050 -0.88613  0.325
C -3.31603 -1.81876 -1.91269  -0.417
C -4.28227 -2.80454 -2.00510  -0.598
C -4.31422 -3.82587 -1.07032  -0.444
C -3.38219 -3.86001 -0.04457  -0.715
C -2.41543 -2.87609 0.04972  -0.293
C 0.44116 -1.36889 -1.15143  0.721
C 0.99837 -1.19921 -2.41253  -0.353
C 2.18769 -1.82499 -2.73786  -0.647
C 2.82034 -2.62669 -1.80157  -0.492
C 2.25972 -2.80554 -0.54676  -0.767
C 1.06809 -2.18433 -0.21914  -0.030
H -1.45076 3.20974 4.91918  0.356
H -0.01723 4.23032 5.03191  0.387
H -0.69781 3.83269 3.45592  0.292
H 0.50964 1.82677 5.42490  0.392
H -0.09055 1.41678 3.82152  0.071
H 2.38358 1.57004 3.97366  0.357
H 2.24791 3.29206 4.36050  0.529
H 1.09538 3.59936 2.09969  0.401
H 2.76966 3.05480 2.01425  0.401
H 3.30700 1.65195 0.13956  0.663
H 2.42535 0.25742 -0.46566  0.057
H 2.51876 1.97813 -2.19686  0.703
H 0.85147 1.74819 -1.68934  -0.052
H 2.69344 3.99468 -0.75019  0.328
H 1.02330 3.76317 -0.22890  0.071
H 1.13356 5.45534 -2.03419  0.424
H 1.91378 4.28777 -3.10253  0.354
H 0.24859 4.02971 -2.58446  0.292
H -0.93713 2.06554 1.74070  0.387
H -0.62611 1.99361 0.00350  0.723
H -2.23778 0.18972 1.13245  0.614
H -0.69954 -0.58942 1.56587  0.516
H -3.27082 -1.00801 -2.62540  0.433
H -5.00900 -2.77761 -2.80380  0.400
H -5.06656 -4.59793 -1.13907  0.385
H -3.41068 -4.65765 0.68355  0.405
H -1.69013 -2.90349 0.84880  0.223
H 0.49040 -0.56199 -3.12228  0.415
H 2.62203 -1.68735 -3.71739  0.412
H 3.75266 -3.11293 -2.04929  0.398
H 2.75628 -3.42805 0.18256  0.410
H 0.65009 -2.31714 0.76567  0.149

Results
Highest occupied orbital energy: -9.36 eV
Energy: -46008.90123 eV
2S+1: 1
ΔE to the lowest compared entry with this formula, charge and spin: 1.10 kcal per mole
Charge: 0
SMILES: CCCCP(=O)(CCCC)CCP(=O)(c1ccccc1)c1ccccc1
F_max: 1.70 eV Å⁻¹